# 1
The following is a DFT calculation (wB97M-V/def2-TZVPD) of a molecular structure, C34H37N6O4PdSe.

The geometry in XYZ format:
```
83
Properties=species:S:1:pos:R:3:mulliken_charge:R:1
Pd -0.09 1.52 -1.29 0.086
C 0.34 -3.33 3.08 -1.000
O -0.41 -2.97 1.93 -0.285
C -0.84 -3.97 1.13 0.969
C -0.60 -5.32 1.35 -0.766
C -1.11 -6.26 0.46 -0.747
C -1.84 -5.88 -0.65 -0.864
C -2.06 -4.53 -0.88 -0.124
C -1.57 -3.58 0.00 -0.321
N -1.83 -2.20 -0.24 0.454
C -0.90 -1.29 -0.61 -0.222
N 0.35 -1.75 -0.84 0.160
C 1.47 -0.99 -1.20 0.470
C 1.47 0.35 -1.53 -0.920
C 2.67 0.95 -1.95 0.159
C 3.85 0.23 -1.97 -1.092
C 3.86 -1.11 -1.59 -0.556
C 2.68 -1.72 -1.22 0.903
O 2.56 -3.02 -0.85 -0.453
C 3.72 -3.84 -0.91 -1.038
N -1.17 -0.03 -0.74 0.556
C -2.47 0.52 -0.56 -0.365
C -2.69 1.40 0.49 -0.255
C -3.91 2.06 0.60 -0.968
C -4.89 1.84 -0.34 -0.859
C -4.69 0.97 -1.41 -0.533
C -3.47 0.31 -1.53 0.987
O -3.15 -0.55 -2.53 -0.285
C -4.12 -0.76 -3.55 -1.127
H 0.58 -2.40 3.59 0.138
H 1.27 -3.84 2.81 0.409
H -0.24 -3.96 3.75 0.437
H -0.04 -5.65 2.21 0.437
H -0.93 -7.31 0.65 0.412
H -2.24 -6.62 -1.33 0.410
H -2.62 -4.20 -1.75 0.501
H -2.78 -1.87 -0.20 0.283
H 0.52 -2.73 -0.70 0.242
H 2.67 1.98 -2.28 0.438
H 4.76 0.71 -2.30 0.465
H 4.79 -1.66 -1.61 0.480
H 3.41 -4.83 -0.61 0.265
H 4.49 -3.47 -0.22 0.385
H 4.13 -3.87 -1.93 0.405
H -1.89 1.56 1.20 0.581
H -4.08 2.74 1.43 0.472
H -5.85 2.35 -0.25 0.436
H -5.47 0.81 -2.13 0.491
H -3.66 -1.44 -4.26 0.253
H -4.36 0.18 -4.06 0.409
H -5.03 -1.20 -3.15 0.413
O 0.27 2.07 1.58 -0.363
C 1.39 2.07 2.08 0.371
C 1.63 2.38 3.55 -1.079
C 2.06 1.13 4.36 -0.807
C 2.50 -0.07 3.51 -0.030
C 3.79 0.15 2.72 -0.401
C 3.79 1.48 1.96 -1.027
N 2.50 1.78 1.35 0.330
H 0.70 2.79 3.94 0.376
H 2.39 3.16 3.62 0.348
H 1.22 0.82 4.97 0.379
H 2.86 1.40 5.05 0.301
H 1.70 -0.33 2.82 -0.211
H 2.63 -0.93 4.17 0.549
H 3.93 -0.67 2.02 0.150
H 4.65 0.15 3.40 0.392
H 4.53 1.47 1.16 0.458
H 4.06 2.30 2.63 0.346
H 2.32 1.41 0.43 -0.016
Se 1.86 4.48 -1.48 0.386
N 0.53 3.42 -2.01 -0.425
C -0.55 4.19 -2.14 0.762
C -1.85 3.69 -2.47 -0.706
C -2.90 4.54 -2.42 -0.637
C -2.73 5.93 -2.10 -0.640
C -1.51 6.45 -1.82 -0.679
C -0.37 5.57 -1.81 0.716
N 0.86 5.92 -1.46 -0.746
H -1.96 2.65 -2.77 0.867
H -3.89 4.17 -2.64 0.461
H -3.60 6.57 -2.09 0.400
H -1.37 7.50 -1.60 0.450
```

As for the gap between HOMO and LUMO: 7.0 eV. As for the largest force on an atom: 0.5 eV/A. The value obtained for the energy above the lowest of the compared OMol25 structures with the same formula, charge and spin is 25.17 kcal/mol. The calculation puts the calculated total energy at -121809.8027 eV. The net charge is +1.

# 2
The following is a DFT calculation (wB97M-V/def2-TZVPD) of a molecular structure, C34H37N6O4PdSe at a distorted geometry.

The geometry in XYZ format:
```
83
Properties=species:S:1:pos:R:3:mulliken_charge:R:1
Pd -1.65 1.38 0.12 0.505
C 3.68 -4.74 1.48 -1.108
O 3.01 -3.58 1.07 -0.292
C 3.31 -2.39 1.68 0.744
C 4.21 -2.24 2.72 -0.526
C 4.44 -0.99 3.27 -0.903
C 3.77 0.12 2.78 -1.255
C 2.87 -0.02 1.74 -0.842
C 2.62 -1.26 1.17 1.252
N 1.77 -1.47 0.09 0.060
C 0.84 -0.48 -0.34 0.489
N 1.58 0.49 -1.12 -0.026
C 0.87 1.42 -1.84 -0.838
C -0.51 1.25 -2.04 -0.498
C -1.24 2.22 -2.74 -0.176
C -0.57 3.30 -3.30 -0.756
C 0.81 3.43 -3.18 -0.512
C 1.53 2.50 -2.46 1.213
O 2.89 2.54 -2.26 -0.449
C 3.73 2.38 -3.40 -0.841
N 0.17 0.21 0.71 -0.745
C -0.21 -0.21 1.93 1.953
C -0.56 0.87 2.79 -1.377
C -1.06 0.68 4.06 -1.194
C -1.21 -0.61 4.55 -0.859
C -0.81 -1.69 3.77 -0.610
C -0.30 -1.54 2.49 0.490
O 0.08 -2.59 1.73 0.199
C 0.13 -3.88 2.30 -1.272
H 3.32 -5.54 0.84 0.259
H 3.45 -4.99 2.53 0.420
H 4.76 -4.66 1.36 0.414
H 4.76 -3.08 3.11 0.457
H 5.14 -0.88 4.09 0.414
H 3.95 1.09 3.21 0.425
H 2.35 0.86 1.38 0.358
H 1.46 -2.43 0.02 0.627
H 2.48 0.81 -0.78 0.655
H -2.31 2.08 -2.86 0.601
H -1.14 4.03 -3.87 0.514
H 1.31 4.26 -3.65 0.468
H 4.70 2.07 -3.00 0.267
H 3.85 3.32 -3.94 0.308
H 3.35 1.61 -4.07 0.327
H -0.36 1.87 2.40 0.714
H -1.30 1.53 4.68 0.653
H -1.61 -0.78 5.53 0.483
H -0.93 -2.68 4.18 0.549
H 0.56 -4.52 1.53 0.258
H -0.87 -4.24 2.57 0.413
H 0.77 -3.90 3.19 0.417
O -1.14 0.08 -1.63 -0.821
C -0.27 -1.05 -1.34 -0.526
C 0.32 -1.53 -2.67 -1.300
C -0.74 -1.62 -3.78 -0.615
C -1.57 -2.90 -3.76 -0.855
C -2.36 -3.12 -2.48 -0.760
C -1.49 -3.25 -1.23 -0.914
N -1.05 -2.00 -0.64 0.477
H 0.81 -2.49 -2.52 0.668
H 1.07 -0.82 -2.99 0.495
H -0.22 -1.58 -4.74 0.328
H -1.41 -0.76 -3.74 0.248
H -0.90 -3.75 -3.90 0.291
H -2.27 -2.87 -4.60 0.430
H -2.94 -4.04 -2.59 0.453
H -3.07 -2.30 -2.34 0.258
H -0.60 -3.85 -1.45 0.330
H -2.04 -3.77 -0.45 0.567
H -1.79 -1.54 -0.11 0.309
Se -3.71 2.10 2.75 0.370
N -2.86 2.61 1.28 -0.505
C -3.31 3.81 0.90 1.085
C -2.85 4.54 -0.21 -0.418
C -3.43 5.75 -0.46 -0.637
C -4.46 6.27 0.36 -0.535
C -4.90 5.60 1.47 -0.703
C -4.32 4.34 1.77 0.552
N -4.65 3.56 2.79 -0.776
H -2.06 4.12 -0.83 0.380
H -3.10 6.34 -1.31 0.440
H -4.89 7.22 0.11 0.394
H -5.67 5.99 2.11 0.459
```

As for the gap between HOMO and LUMO (alpha / beta): 6.1 / 5.5 eV. As for the largest force on an atom: 1.4 eV/A. As for the expectation value of S²: 2.039. The value obtained for the energy above the lowest of the compared OMol25 structures with the same formula, charge and spin is 55.16 kcal/mol. The calculation puts the calculated total energy at -121806.3782 eV. The net charge is +1. As for the spin multiplicity: 3.

# 3
The following is a DFT calculation (wB97M-V/def2-TZVPD) of a molecular structure, C34H38AsN3O2RhSSi2.

The geometry in XYZ format:
```
82
Properties=species:S:1:pos:R:3:mulliken_charge:R:1
Rh -0.70 -0.05 0.36 -0.134
C -0.77 2.82 2.54 -1.387
Si -1.36 0.98 2.39 0.884
C -3.28 1.18 2.44 -1.419
C -1.00 0.53 4.25 0.868
C -1.79 1.14 5.23 -0.502
C -1.55 0.99 6.59 -0.850
C -0.49 0.22 7.02 -0.626
C 0.31 -0.40 6.08 -0.845
C 0.07 -0.27 4.70 -0.045
Si 1.29 -1.07 3.54 0.802
C 2.32 -2.32 4.50 -1.450
C 2.40 0.25 2.81 -0.451
H -1.33 3.36 3.32 0.417
H -0.86 3.38 1.61 0.317
H 0.29 2.83 2.83 0.278
H -3.64 1.88 3.19 0.369
H -3.75 0.21 2.63 0.311
H -3.66 1.53 1.47 0.275
H -2.62 1.77 4.93 0.152
H -2.20 1.49 7.31 0.371
H -0.29 0.10 8.08 0.372
H 1.14 -1.01 6.42 0.283
H 3.14 -1.84 5.04 0.372
H 2.76 -3.04 3.80 0.318
H 1.72 -2.88 5.21 0.355
H 3.30 -0.17 2.34 0.302
H 2.71 0.94 3.60 0.531
H 1.85 0.81 2.06 -0.436
S -0.56 -3.11 0.33 -0.555
C -0.01 -3.38 -1.33 0.047
C -0.01 -4.73 -1.73 -0.717
C 0.31 -5.10 -3.02 -0.619
C 0.68 -4.13 -3.95 -0.864
C 0.70 -2.81 -3.56 0.125
C 0.38 -2.41 -2.26 0.143
As 0.31 -0.52 -1.77 1.384
C -0.54 0.19 -3.38 -0.068
C -0.18 1.45 -3.87 -0.490
C -0.90 2.04 -4.91 -0.730
C -1.98 1.38 -5.47 -0.401
C -2.35 0.13 -4.98 -0.780
C -1.64 -0.45 -3.94 -0.343
C 2.12 0.14 -2.07 0.121
C 2.67 0.97 -1.10 -0.145
C 3.94 1.49 -1.25 -0.740
C 4.69 1.20 -2.38 -0.479
C 4.15 0.37 -3.36 -0.692
C 2.88 -0.16 -3.20 0.133
H -0.29 -5.48 -1.00 0.435
H 0.29 -6.15 -3.30 0.357
H 0.93 -4.41 -4.97 0.395
H 0.94 -2.05 -4.30 0.209
H 0.66 1.97 -3.44 0.428
H -0.61 3.02 -5.28 0.401
H -2.54 1.84 -6.27 0.368
H -3.20 -0.39 -5.41 0.392
H -1.94 -1.42 -3.56 0.473
H 2.08 1.19 -0.21 0.017
H 4.35 2.14 -0.48 0.416
H 5.68 1.61 -2.50 0.356
H 4.73 0.13 -4.24 0.400
H 2.48 -0.80 -3.98 0.125
C 2.54 -2.75 0.64 -1.099
O 1.73 -1.60 0.44 0.372
C 0.43 -1.56 1.03 0.566
O 0.55 -1.96 2.36 -0.290
H 3.57 -2.41 0.57 0.216
H 2.35 -3.49 -0.14 0.331
H 2.36 -3.20 1.61 0.280
N -2.64 4.57 -1.90 -0.543
C -2.86 3.24 -1.59 -0.124
C -1.90 2.50 -0.89 -0.685
N -2.08 1.23 -0.59 1.343
C -3.22 0.66 -1.03 -0.643
C -4.15 1.39 -1.74 -0.578
N -3.99 2.69 -2.02 -0.617
H -2.06 5.07 -1.25 0.257
H -3.49 5.06 -2.15 0.274
H -0.97 2.95 -0.57 0.525
H -3.36 -0.38 -0.79 0.471
H -5.06 0.93 -2.10 0.406
```

As for the gap between HOMO and LUMO: 6.0 eV. As for the largest force on an atom: 0.3 eV/A. The value obtained for the energy above the lowest of the compared OMol25 structures with the same formula, charge and spin is 55.89 kcal/mol. The calculation puts the calculated total energy at -134880.9508 eV. The net charge is -1.